--- i ---
Entry from OMol25: a gas-phase ion, C6H8NS (charge -1) (ωB97M-V with the def2-TZVPD basis set).

```
! RIJCOSX wB97M-V def2-TZVPD def2/J DEFGRID3
* xyz -1 1
C -0.242 1.620 0.490
C 0.782 0.883 0.194
C -0.795 -0.905 -0.770
C -1.731 -0.205 -0.237
C 2.208 1.032 0.305
C -0.309 -2.244 -0.652
N -1.542 1.007 0.272
S -3.364 -0.613 -0.731
H -0.392 2.651 1.134
H 2.731 1.251 -0.578
H 2.577 1.843 0.979
H 2.816 0.206 0.731
H -1.160 -2.934 -0.823
H 0.651 -2.565 -1.228
H 0.155 -2.517 0.332
H -2.387 1.491 0.584
*
```

Summary:
Gap between HOMO and LUMO (alpha / beta) ... 6.52 / 6.52 eV

List of Mulliken charges in e, atom by atom: -0.275, -0.008, -0.347, 0.329, -1.217, -0.864, -0.067, -0.568, 0.160, 0.255, 0.323, 0.240, 0.289, 0.253, 0.240, 0.256

---

--- ii ---
Entry from OMol25: a gas-phase ion, C6H8NS (charge -1) (ωB97M-V with the def2-TZVPD basis set).

```
! RIJCOSX wB97M-V def2-TZVPD def2/J DEFGRID3
* xyz -1 1
C -0.586 -0.560 0.152
C 0.768 -0.812 0.095
C -0.740 0.787 0.031
C 1.511 0.323 -0.041
C 1.289 -2.240 0.167
C -2.069 1.556 -0.120
N 0.465 1.410 -0.060
S 3.168 0.694 -0.106
H -1.448 -1.280 -0.083
H 1.431 -2.454 1.184
H 0.465 -2.812 -0.280
H 2.203 -2.242 -0.424
H -2.952 0.938 0.255
H -2.042 2.481 0.492
H -2.262 1.771 -1.117
H 0.801 2.440 -0.146
*
```

Summary:
Gap between HOMO and LUMO ... 5.71 eV
Structure (SMILES) ... Cc1cc(C)c([S-])[nH]1

List of Mulliken charges in e, atom by atom: -0.443, 1.048, 0.183, -0.761, -1.235, -1.147, -0.069, -0.642, 0.127, 0.260, 0.285, 0.316, 0.262, 0.299, 0.284, 0.234

---

--- iii ---
Entry from OMol25: a gas-phase ion, C6H8NS (charge -1) (ωB97M-V with the def2-TZVPD basis set).

```
! RIJCOSX wB97M-V def2-TZVPD def2/J DEFGRID3
* xyz -1 1
C 0.981 0.192 0.855
C -0.068 -0.778 0.945
C 0.741 1.451 0.384
C -1.217 -0.687 0.208
C 1.679 2.536 -0.001
C -2.423 -1.746 0.401
N -1.388 0.358 -0.594
S -2.810 1.189 -0.778
H 1.878 -0.164 1.332
H 0.105 -1.459 1.812
H 2.313 2.719 0.874
H 2.271 2.255 -0.873
H 1.197 3.555 -0.310
H -2.400 -2.498 -0.329
H -2.277 -2.080 1.389
H -3.246 -1.041 0.293
*
```

Summary:
Gap between HOMO and LUMO (alpha / beta) ... 5.92 / 6.38 eV

List of Mulliken charges in e, atom by atom: -0.333, -0.556, -0.006, 0.566, -0.858, -0.972, -0.393, -0.518, 0.351, 0.153, 0.259, 0.225, 0.233, 0.234, 0.269, 0.345

---

Least stable structure: i

---

--- i ---
Entry from OMol25: 2 unconnected molecules or ions with the total composition C17H19N (ωB97M-V with the def2-TZVPD basis set).

```
! RIJCOSX wB97M-V def2-TZVPD def2/J DEFGRID3
* xyz 0 1
C -0.124 2.586 1.067
C 1.769 1.706 -2.190
C 2.889 1.126 -1.597
C 0.745 2.111 -1.317
C 0.753 1.923 0.058
C 2.947 0.892 -0.216
C 1.925 1.318 0.589
H 1.715 1.749 -3.260
H 3.713 0.740 -2.168
H -0.162 2.524 -1.764
H 3.868 0.475 0.183
H 0.355 3.481 1.473
H -0.069 1.945 1.945
H 2.023 1.449 1.657
H -1.093 2.841 0.674
C 0.813 -2.514 -0.802
C 0.596 -3.675 -1.776
C -0.392 -1.695 -0.513
C -1.157 -1.161 -1.531
C -0.968 -1.145 0.696
C -2.006 -0.297 0.374
C -0.406 -1.253 2.015
C -2.515 0.653 1.283
C -0.998 -0.391 2.887
C -2.001 0.572 2.551
N -2.212 -0.408 -0.998
H 1.150 -3.147 0.033
H 1.564 -1.787 -1.127
H 1.451 -4.329 -1.791
H -1.194 -1.431 -2.571
H -2.668 0.363 -1.451
H 0.499 -1.835 2.106
H -3.354 1.327 1.289
H -0.974 -0.558 3.972
H -2.308 1.252 3.334
H 0.267 -3.334 -2.786
H -0.443 -4.027 -1.624
*
```

Summary:
Gap between HOMO and LUMO ... 8.65 eV
Structure (SMILES) ... CCc1c[nH]c2ccccc12.Cc1ccccc1

List of Mulliken charges in e, atom by atom: -1.639, -0.620, -0.364, -0.166, 1.051, -0.800, -0.350, 0.417, 0.385, 0.301, 0.377, 0.448, 0.231, 0.360, 0.369, -0.119, -1.355, 0.636, -0.924, 0.915, -0.196, -0.746, -0.718, -0.462, -0.632, -0.075, 0.314, 0.141, 0.378, 0.336, 0.280, 0.393, 0.413, 0.328, 0.413, 0.302, 0.381

---

--- ii ---
Entry from OMol25: 2 unconnected molecules or ions with the total composition C17H19N (ωB97M-V with the def2-TZVPD basis set).

```
! RIJCOSX wB97M-V def2-TZVPD def2/J DEFGRID3
* xyz 0 1
C 1.127 -3.320 0.853
C 1.459 -4.701 1.393
C 0.046 -2.592 1.627
C 0.380 -1.745 2.677
C -1.255 -2.501 1.102
C -0.500 -0.896 3.327
C -2.125 -1.596 1.709
C -1.818 -0.932 2.883
H 2.012 -2.698 0.721
H 0.723 -3.424 -0.157
H 0.670 -5.445 1.487
H 1.436 -1.779 2.938
H -1.748 -3.237 0.526
H -0.220 -0.235 4.133
H -3.135 -1.505 1.323
H -2.591 -0.472 3.479
H 1.953 -4.650 2.367
H 2.194 -5.142 0.723
C 1.104 3.320 0.660
C 0.159 2.304 -1.532
C 0.780 3.359 -0.796
C 0.031 2.713 -2.867
C 0.906 4.399 -1.667
C -1.081 0.312 -2.147
C -1.322 0.873 -3.424
C -0.339 1.032 -1.232
C -0.663 2.008 -3.851
N 0.452 4.026 -2.910
H -1.707 -0.522 -1.866
H -1.989 0.320 -4.074
H 0.050 0.479 -0.378
H -0.582 2.296 -4.887
H 0.543 2.553 1.189
H 0.972 4.277 1.168
H 1.398 5.352 -1.582
H 0.502 4.616 -3.721
H 2.177 3.155 0.806
*
```

Summary:
Gap between HOMO and LUMO ... 8.57 eV
Structure (SMILES) ... Cc1c[nH]c2ccccc12.CCc1ccccc1

List of Mulliken charges in e, atom by atom: -0.789, -1.154, 0.546, -0.162, -0.614, -0.688, -0.476, -0.474, 0.405, 0.355, 0.326, 0.358, 0.475, 0.421, 0.402, 0.388, 0.310, 0.369, -1.414, 0.926, 0.461, -0.285, -0.665, -0.668, -0.435, -0.032, -0.909, -0.012, 0.383, 0.347, 0.380, 0.363, 0.333, 0.344, 0.404, 0.176, 0.305

---

--- iii ---
Entry from OMol25: 2 unconnected molecules or ions with the total composition C17H19N (ωB97M-V with the def2-TZVPD basis set).

```
! RIJCOSX wB97M-V def2-TZVPD def2/J DEFGRID3
* xyz 0 1
C 3.540 0.820 -3.194
C 3.990 -0.500 -2.653
C 3.064 1.796 -2.159
C 3.562 3.114 -2.078
C 2.095 1.385 -1.249
C 3.082 4.024 -1.162
C 1.536 2.358 -0.399
C 1.968 3.671 -0.382
H 4.241 1.332 -3.874
H 2.746 0.721 -3.960
H 4.774 -0.575 -1.907
H 4.136 3.358 -2.971
H 1.577 0.446 -1.392
H 3.411 5.052 -1.187
H 0.779 2.148 0.352
H 1.368 4.456 0.059
H 4.402 -1.128 -3.467
H 3.164 -1.161 -2.369
C -0.778 -4.011 1.785
C -3.081 -1.257 0.846
C -1.986 -1.783 1.596
C -1.772 -3.103 1.137
C -2.588 -3.288 0.019
C -3.785 -0.093 1.169
C -3.331 0.607 2.273
C -2.240 0.149 3.043
C -1.552 -0.964 2.669
N -3.254 -2.096 -0.219
H -4.663 0.256 0.644
H -3.769 1.539 2.578
H -3.717 -2.042 -1.113
H -1.861 0.747 3.863
H -2.462 -4.141 -0.626
H -0.590 -1.200 3.119
H -1.032 -4.199 2.820
H 0.201 -3.526 1.719
H -0.599 -4.978 1.300
*
```

Summary:
Gap between HOMO and LUMO ... 8.45 eV
Structure (SMILES) ... Cc1c[nH]c2ccccc12.CCc1ccccc1

List of Mulliken charges in e, atom by atom: -0.732, -1.134, 0.785, -0.397, -0.527, -0.484, -0.411, -0.431, 0.389, 0.271, 0.342, 0.240, 0.328, 0.341, 0.401, 0.366, 0.361, 0.290, -1.289, 0.136, 0.918, 0.431, -0.822, -0.975, -0.287, -0.759, -0.345, -0.012, 0.395, 0.400, 0.196, 0.366, 0.387, 0.306, 0.291, 0.311, 0.356

---

--- iv ---
Entry from OMol25: 2 unconnected molecules or ions with the total composition C17H19N (ωB97M-V with the def2-TZVPD basis set).

```
! RIJCOSX wB97M-V def2-TZVPD def2/J DEFGRID3
* xyz 0 1
C -2.730 1.708 1.777
C -4.184 1.520 2.090
C -1.578 0.986 2.470
C -1.897 -0.208 3.121
C -0.308 1.565 2.471
C -0.949 -0.735 4.011
C 0.512 1.098 3.469
C 0.193 -0.014 4.247
H -2.622 1.681 0.653
H -2.514 2.804 1.850
H -4.818 2.040 1.373
H -2.864 -0.600 2.849
H -0.034 2.357 1.796
H -1.129 -1.635 4.596
H 1.488 1.553 3.646
H 0.901 -0.270 5.025
H -4.377 1.811 3.111
H -4.399 0.437 2.033
C 0.662 -3.392 -2.170
C 1.408 -0.930 -2.552
C 1.657 -2.355 -2.600
C 2.523 -0.291 -3.183
C 2.844 -2.512 -3.259
C 0.622 1.267 -1.945
C 1.767 1.826 -2.546
C 0.421 -0.098 -1.972
C 2.619 1.085 -3.329
N 3.349 -1.298 -3.631
H -0.102 1.874 -1.419
H 1.894 2.900 -2.683
H -0.564 -0.445 -1.697
H 3.453 1.652 -3.697
H -0.236 -3.238 -2.753
H 0.366 -3.344 -1.105
H 3.337 -3.403 -3.611
H 4.159 -1.033 -4.155
H 1.130 -4.363 -2.282
*
```

Summary:
Gap between HOMO and LUMO ... 8.67 eV
Structure (SMILES) ... Cc1c[nH]c2ccccc12.CCc1ccccc1

List of Mulliken charges in e, atom by atom: -0.281, -1.339, 0.947, -0.495, -0.650, -0.593, -0.350, -0.435, 0.174, 0.306, 0.385, 0.223, 0.398, 0.365, 0.338, 0.360, 0.330, 0.318, -1.277, 1.017, 0.402, -0.150, -0.644, -0.424, -0.524, -0.474, -0.830, -0.026, 0.399, 0.327, 0.343, 0.314, 0.301, 0.290, 0.420, 0.175, 0.359

---

Least stable structure: i

---

--- i ---
Entry from OMol25: a gas-phase ion, C5H8N (charge +1) (ωB97M-V with the def2-TZVPD basis set).

```
! RIJCOSX wB97M-V def2-TZVPD def2/J DEFGRID3
* xyz 1 1
C -0.640 -0.413 2.636
C 0.314 0.404 2.381
C 0.106 0.311 -0.068
C 0.219 1.238 -1.230
C -0.072 -1.130 -0.352
N 0.212 0.845 1.072
H -1.620 -0.818 2.546
H 1.153 0.744 2.969
H -0.390 2.128 -1.071
H -0.068 0.747 -2.156
H 1.250 1.582 -1.318
H 0.798 -1.490 -0.904
H -0.936 -1.290 -0.997
H -0.198 -1.699 0.571
*
```

Summary:
Gap between HOMO and LUMO (alpha / beta) ... 7.92 / 8.05 eV

List of Mulliken charges in e, atom by atom: -0.079, -0.123, 0.932, -1.170, -1.111, -0.363, 0.401, 0.398, 0.381, 0.346, 0.324, 0.312, 0.345, 0.407

---

--- ii ---
Entry from OMol25: a molecular structure, C5H8N (ωB97M-V with the def2-TZVPD basis set).

```
! RIJCOSX wB97M-V def2-TZVPD def2/J DEFGRID3
* xyz 1 1
C -0.224 -1.520 0.019
C -0.820 0.353 -0.043
C -1.101 1.675 0.045
C -1.610 -0.954 -0.027
C 1.936 0.067 -0.072
N 0.358 -0.368 0.006
H 0.128 -2.613 0.038
H -0.347 2.349 -0.170
H -2.120 1.845 0.184
H -2.107 -1.157 -0.930
H -2.473 -1.052 0.751
H 2.463 0.216 1.013
H 1.803 0.952 -0.665
H 2.350 -0.833 -0.597
*
```

Summary:
Gap between HOMO and LUMO ... 9.54 eV

List of Mulliken charges in e, atom by atom: -0.024, 0.346, -0.904, -0.425, -0.664, 0.091, 0.401, 0.301, 0.300, 0.310, 0.335, 0.274, 0.328, 0.332

---

--- iii ---
Entry from OMol25: a gas-phase ion, C5H8N (charge +1) (ωB97M-V with the def2-TZVPD basis set).

```
! RIJCOSX wB97M-V def2-TZVPD def2/J DEFGRID3
* xyz 1 1
C 2.037 0.686 0.565
C 1.327 -0.387 -0.001
C 2.844 -0.019 -0.246
C -2.061 0.263 -0.434
C -0.990 -0.277 0.544
N 0.085 -0.877 -0.182
H 2.168 1.624 1.206
H 3.672 -0.314 -0.844
H -2.546 1.227 -0.135
H -1.568 0.739 -1.274
H -2.777 -0.386 -0.861
H -1.545 -1.049 1.183
H -0.424 0.420 1.200
H -0.221 -1.649 -0.722
*
```

Summary:
Gap between HOMO and LUMO ... 10.88 eV
Structure (SMILES) ... CC[NH+]=c1cc1

List of Mulliken charges in e, atom by atom: -0.294, 0.415, -0.228, -1.178, -0.225, -0.159, 0.355, 0.415, 0.341, 0.371, 0.386, 0.259, 0.273, 0.268

---

Least stable structure: i